Formula: C2H2N2O
Source: OMol25
Level of theory: ωB97M-V/def2-TZVPD

Its strongest force on any atom is 5.298 eV/Å. The HOMO-LUMO gap comes out at 10.93 eV. As for the SMILES: c1conn1. The value obtained for the energy above the lowest of the compared OMol25 structures with the same formula, charge and spin is 58.7 kcal/mol. Its LUMO energy is 0.9 eV. As for the molar mass: 70.1 u.

```
! RIJCOSX wB97M-V def2-TZVPD def2/J DEFGRID3
* xyz 0 1
C 0.26672 -0.10159 0.80167
C 0.10376 -0.61646 -0.47444
O -0.45690 0.20366 -1.21650
N -0.70954 1.46241 -0.38085
N -0.33356 1.20738 0.78094
H 0.75974 -0.68076 1.60522
H 0.36978 -1.47465 -1.11604
*
```

Mulliken atomic charge list, values in e, 6 entries: number 1, C, carries -0.562; number 2, C, carries 0.274; number 3, O, carries -0.164; number 4, N, carries -0.120; number 5, N, carries -0.143; number 6, H, carries 0.337


Formula: C4H11ClIPdV
Source: OMol25
Level of theory: ωB97M-V/def2-TZVPD

Its strongest force on any atom is 2.821 eV/Å. The HOMO-LUMO gap (alpha / beta) comes out at 4.40 / 5.53 eV. The value obtained for the energy above the lowest of the compared OMol25 structures with the same formula, charge and spin is 16.5 kcal/mol. The expectation value of S² is 6.024. Its LUMO energy (alpha / beta) is 5.1 / 5.1 eV. As for the molar mass: 378.9 u.

```
! RIJCOSX wB97M-V def2-TZVPD def2/J DEFGRID3
* xyz -2 5
V 0.61455 0.35297 1.39103
Cl 1.50347 -1.62061 1.95838
C 2.23314 1.42882 1.02478
H 2.27543 2.32672 1.65443
H 2.31035 1.71885 -0.03243
H 3.08756 0.77492 1.27418
Pd -0.81690 -0.43110 -0.69138
C -2.37311 -1.41378 0.20031
C 0.06438 -1.19427 -2.41311
C -0.26359 1.42329 -0.00268
H 0.22239 -0.31678 -3.05160
H 1.01380 -1.69873 -2.15831
H -0.68483 -1.89173 -2.82192
H -3.08105 -0.61222 0.47119
H -2.77679 -2.07338 -0.59110
H -2.03677 -1.97809 1.08640
H 0.30327 1.87938 -0.83254
H -1.24025 1.89207 0.15126
I -0.35505 1.43368 3.38310
*
```

Mulliken atomic charge list, values in e, 6 entries: number 1, V, carries 0.539; number 2, Cl, carries -0.641; number 3, C, carries -0.782; number 4, H, carries 0.136; number 5, H, carries 0.236; number 6, H, carries 0.203


Formula: CHN3O
Source: OMol25
Level of theory: ωB97M-V/def2-TZVPD

Its strongest force on any atom is 1.922 eV/Å. The HOMO-LUMO gap comes out at 10.12 eV. As for the SMILES: N=C=NN=O. The value obtained for the energy above the lowest of the compared OMol25 structures with the same formula, charge and spin is 129.5 kcal/mol. Its LUMO energy is -0.4 eV. As for the molar mass: 71.0 u.

```
! RIJCOSX wB97M-V def2-TZVPD def2/J DEFGRID3
* xyz 0 1
N 0.88729 1.00823 0.39524
C 0.45328 -0.11389 0.21829
N -0.14493 -1.16644 -0.04887
N -1.42323 -0.74090 -0.57755
O -1.60060 0.43952 -0.58457
H 1.82819 0.57348 0.59746
*
```

Which charges does Mulliken predict for the atoms? In e, they are: number 1, N, carries -0.440; number 2, C, carries 0.636; number 3, N, carries -0.389; number 4, N, carries 0.198; number 5, O, carries -0.313; number 6, H, carries 0.308


Formula: C24H23N3O4S2
Source: OMol25
Level of theory: ωB97M-V/def2-TZVPD

Its strongest force on any atom is 17.392 eV/Å. The HOMO-LUMO gap comes out at 7.85 eV. The value obtained for the energy above the lowest of the compared OMol25 structures with the same formula, charge and spin is 533.8 kcal/mol. Its LUMO energy is -0.6 eV. As for the molar mass: 481.6 u.

```
! RIJCOSX wB97M-V def2-TZVPD def2/J DEFGRID3
* xyz 0 1
C 4.52986 4.41044 0.81023
H 5.04204 3.80192 -0.05326
O 3.06232 4.16985 0.50923
C 2.61198 3.03869 0.57586
C 3.40686 1.89831 0.69871
C 2.67996 0.73923 0.97952
C 1.30770 0.80569 0.85247
C 0.63691 1.70431 0.39453
C 1.33699 2.90960 0.38081
H 0.73694 3.94505 0.14183
H -0.50018 1.60440 0.40610
N 0.61116 -0.74254 0.77613
S 0.90562 -1.47701 -0.76572
O -0.03875 -2.79226 -0.39726
O 2.29355 -1.78127 -0.92664
C 0.15374 -0.38482 -1.71918
C -1.21667 -0.41273 -2.16167
C -1.78162 0.43543 -2.91411
C -1.10846 1.20574 -3.60380
C 0.31139 1.43010 -3.15630
C 0.99809 0.44840 -2.44667
H 1.98603 0.53319 -1.94489
H 0.89790 2.10538 -3.64289
H -1.49722 2.08131 -4.05851
C -3.19475 -0.01928 -3.42400
O -3.71662 0.30873 -4.50570
N -4.08326 0.19392 -2.39769
C -4.01757 0.03707 -0.92007
N -2.94466 0.84295 -0.28376
C -3.05585 0.78415 1.05594
H -2.18111 -0.00827 1.38191
H -2.79562 1.67439 1.33120
C -4.38915 0.08125 1.57206
H -4.90073 0.93120 1.98441
H -4.13163 -0.68714 2.20760
S -5.34775 -0.63457 0.19057
H -5.03876 -0.26056 -2.73829
H -1.88399 -1.24533 -1.45309
C 0.28770 -1.30971 2.06417
C 1.58480 -1.85740 2.82985
C 2.03988 -2.80128 2.18188
C 3.35453 -3.33730 2.93872
C 4.05539 -2.66482 3.73569
C 3.46123 -1.43496 4.16703
C 2.28694 -1.20415 3.69843
H 1.62459 -0.15419 3.94033
H 3.81048 -0.90164 4.92897
H 4.82182 -2.91885 3.98291
H 3.78845 -4.44000 2.22253
H 1.73782 -3.52329 1.47111
H -0.22382 -0.64213 2.67156
H -0.39784 -2.17359 1.76133
H 3.01510 -0.37794 1.00400
H 4.31084 1.95837 1.07105
H 4.71359 5.54544 0.66250
H 4.74042 4.06918 1.95499
*
```

Mulliken atomic charge list, values in e, 6 entries: number 1, C, carries -0.744; number 2, H, carries 0.310; number 3, O, carries -0.427; number 4, C, carries 0.920; number 5, C, carries -1.739; number 6, C, carries -0.048


Formula: C5H8N2
Source: OMol25
Level of theory: ωB97M-V/def2-TZVPD

Its strongest force on any atom is 0.208 eV/Å. The HOMO-LUMO gap comes out at 9.85 eV. As for the SMILES: Cc1cnn(C)c1. The value obtained for the energy above the lowest of the compared OMol25 structures with the same formula, charge and spin is 12.8 kcal/mol. Its LUMO energy is 1.0 eV. As for the molar mass: 96.1 u.

```
! RIJCOSX wB97M-V def2-TZVPD def2/J DEFGRID3
* xyz 0 1
C 0.13230 2.46072 -0.37082
C -0.14428 0.99071 -0.27526
C -1.26072 0.27248 -0.75784
N -1.19012 -1.02026 -0.46926
N -0.03974 -1.15685 0.20123
C 0.38184 -2.46235 0.65825
C 0.61945 0.01912 0.33539
H -0.19914 2.86568 -1.33225
H 1.20272 2.66892 -0.27669
H -0.38356 3.02214 0.41689
H -2.11737 0.65308 -1.30064
H 1.22244 -2.83775 0.06588
H -0.46846 -3.13498 0.54511
H 0.67304 -2.41736 1.71179
H 1.57159 0.07671 0.84822
*
```

Mulliken atomic charge list, values in e, 6 entries: number 1, C, carries -1.170; number 2, C, carries 0.543; number 3, C, carries -0.478; number 4, N, carries -0.851; number 5, N, carries 0.628; number 6, C, carries -0.816


Formula: C14H25O11S
Source: OMol25
Level of theory: ωB97M-V/def2-TZVPD

Its strongest force on any atom is 6.439 eV/Å. The HOMO-LUMO gap comes out at 7.58 eV. The value obtained for the energy above the lowest of the compared OMol25 structures with the same formula, charge and spin is 0.0 kcal/mol. Its LUMO energy is 2.3 eV. As for the molar mass: 401.4 u.

```
! RIJCOSX wB97M-V def2-TZVPD def2/J DEFGRID3
* xyz -1 1
O -19.75687 -0.33456 6.06098
H -18.82101 -0.52756 5.85736
C -18.91287 -3.92420 7.51636
C -17.41984 -3.41653 7.37998
C -17.26619 -1.89215 7.62057
O -17.04422 -1.74778 9.04368
C -16.53334 -2.96215 9.47467
O -16.03425 -3.29438 10.58784
O -16.57521 -3.88613 8.45786
H -19.20994 -4.48870 8.40021
H -19.17788 -4.60624 6.70846
H -19.58694 -3.06776 7.53119
H -17.18583 -3.69151 6.35152
H -18.26764 -1.56554 7.34038
H -16.60590 -1.36362 6.93297
C -22.73435 -1.37660 6.99834
C -22.97268 0.11041 6.60576
C -22.77953 0.28563 5.03746
O -23.96754 1.11478 4.69931
C -24.78553 1.16652 5.69222
O -25.87273 1.64156 5.68475
O -24.25515 0.49792 6.77977
H -22.67641 -1.44896 8.08440
H -21.79341 -1.70147 6.55426
H -23.50183 -2.07059 6.65561
H -22.15943 0.66565 7.07312
H -22.82981 -0.67797 4.53046
H -21.85244 0.71924 4.66251
C -18.63370 -0.49138 2.53412
C -19.78329 -1.44819 1.98529
C -20.73571 -2.02372 2.90306
O -21.93093 -1.42965 2.41415
C -21.70997 -0.79749 1.23512
O -22.54314 -0.43786 0.42948
O -20.48440 -0.62484 1.13180
H -18.03752 0.06590 1.81155
H -17.92696 -1.07279 3.12623
H -19.09005 0.22060 3.22182
H -19.27140 -2.19883 1.38313
H -20.53156 -1.71655 3.92876
H -20.80928 -3.08971 2.68778
C -20.42807 3.78350 6.50761
S -19.77660 4.08327 4.79319
O -19.11212 5.47990 4.73394
C -18.61660 2.62818 4.85832
H -20.92260 4.72339 6.75285
H -19.59127 3.52545 7.15667
H -21.04945 2.89004 6.44659
H -18.28238 2.47249 3.83258
H -19.17456 1.77987 5.25474
H -17.76422 2.94570 5.45894
*
```

Mulliken atomic charge list, values in e, 6 entries: number 1, O, carries -0.801; number 2, H, carries -0.088; number 3, C, carries -1.060; number 4, C, carries 0.375; number 5, C, carries 0.256; number 6, O, carries -0.322


Formula: C19H15F3N2O5S
Source: OMol25
Level of theory: ωB97M-V/def2-TZVPD

Its strongest force on any atom is 1.541 eV/Å. The HOMO-LUMO gap comes out at 9.58 eV. As for the SMILES: CC(=O)N(c1ccc(C(F)(F)F)cc1)S(=O)(=O)c1ccc(N2C(=O)CCC2=O)cc1. The value obtained for the energy above the lowest of the compared OMol25 structures with the same formula, charge and spin is 0.5 kcal/mol. Its LUMO energy is 0.1 eV. As for the molar mass: 440.4 u.

```
! RIJCOSX wB97M-V def2-TZVPD def2/J DEFGRID3
* xyz 0 1
C -1.52101 -2.58285 2.62349
C -0.65242 -2.47340 1.39556
O 0.46913 -2.91582 1.33043
N -1.21091 -1.87642 0.29404
C -2.26624 -0.95534 0.29661
C -3.30732 -1.09456 -0.61607
C -4.29816 -0.13285 -0.67957
C -4.25672 0.96052 0.17597
C -5.35120 1.98919 0.12928
F -4.93452 3.20996 0.49985
F -5.89462 2.12281 -1.08758
F -6.36650 1.67525 0.96105
C -3.23035 1.09401 1.10301
C -2.23084 0.14340 1.15472
S -0.27638 -2.04747 -1.16715
O -0.99977 -1.29508 -2.14635
O -0.05825 -3.43271 -1.40645
C 1.21656 -1.15826 -0.76694
C 2.41866 -1.80930 -0.58292
C 3.54995 -1.06219 -0.30414
C 3.45450 0.32332 -0.20483
N 4.61224 1.09403 0.05769
C 5.60559 0.71060 0.95381
O 5.58661 -0.28578 1.61971
C 6.67792 1.77777 0.93942
C 6.19716 2.82199 -0.05623
C 4.87490 2.30507 -0.57623
O 4.16703 2.82226 -1.39469
C 2.22991 0.96476 -0.37579
C 1.10575 0.21460 -0.66549
H -1.43384 -3.59794 3.00516
H -2.56001 -2.35112 2.41143
H -1.14451 -1.91221 3.39359
H -3.31968 -1.94398 -1.27824
H -5.10004 -0.22506 -1.39508
H -3.20539 1.94743 1.76295
H -1.41312 0.25085 1.85112
H 2.44940 -2.88345 -0.65602
H 4.49932 -1.55028 -0.15502
H 7.62506 1.31947 0.65399
H 6.79926 2.17001 1.94929
H 6.03734 3.80224 0.39429
H 6.87762 2.96050 -0.89691
H 2.16334 2.03769 -0.30184
H 0.14683 0.68065 -0.82825
*
```

Mulliken atomic charge list, values in e, 6 entries: number 1, C, carries -1.276; number 2, C, carries 0.923; number 3, O, carries -0.524; number 4, N, carries 0.134; number 5, C, carries -0.497; number 6, C, carries -0.292


Formula: C11H13BrZr
Source: OMol25
Level of theory: ωB97M-V/def2-TZVPD

Its strongest force on any atom is 1.983 eV/Å. The HOMO-LUMO gap comes out at 8.44 eV. Its LUMO energy is 0.0 eV. As for the molar mass: 316.4 u.

```
! RIJCOSX wB97M-V def2-TZVPD def2/J DEFGRID3
* xyz 0 1
C 0.02905 -2.73043 -0.42458
C 1.21773 -1.95426 -0.10036
C 0.85994 -0.99584 0.90181
H 2.22961 -2.18506 -0.42515
C -0.54632 -1.08615 1.13481
C -1.06317 -2.18254 0.34761
H -2.04940 -2.61883 0.45538
H 0.03096 -3.62944 -1.03521
H 1.53032 -0.23778 1.31967
H -1.12066 -0.51678 1.87571
Zr -0.61944 -0.69064 -1.49989
Br 1.22872 -1.20292 -3.11809
C -2.87793 0.14438 -2.43883
C -3.51399 -0.91182 -1.69526
C -2.89429 -2.15084 -2.04264
H -4.39842 -0.79768 -1.05679
C -1.91294 -1.89913 -3.07181
C -1.96998 -0.47319 -3.38439
H -1.47830 0.02789 -4.22341
H -3.13864 1.20586 -2.39977
H -3.17660 -3.13784 -1.66042
H -1.33158 -2.65797 -3.60376
C 0.00472 1.40354 -1.17815
H -0.75237 2.09744 -1.55971
H 0.92654 1.67024 -1.71607
H 0.13946 1.62904 -0.11422
*
```

Mulliken atomic charge list, values in e, 6 entries: number 1, C, carries -0.459; number 2, C, carries -0.372; number 3, C, carries -0.496; number 4, H, carries 0.464; number 5, C, carries -0.491; number 6, C, carries -0.517